Molecular formula: C39H83N5O13
Method: DFT, ωB97M-V/def2-TZVPD

Spin multiplicity ... 1
Energy above the lowest of the compared OMol25 structures with the same formula, charge and spin ... 0.0 kcal/mol
Net charge ... 0
Frontier orbital gap ... 9.236 eV
Molecular weight ... 830.12 g mol⁻¹

Last column: Mulliken charge in e.
Atoms and positions in Å:
1 C -0.622 -3.749 0.304  0.887
2 C 0.816 -3.815 -0.119  0.457
3 O 1.176 -3.165 -1.085  -0.517
4 C 1.782 -4.583 0.769  -1.017
5 H -1.042 -4.687 0.658  0.665
6 H -1.163 -3.431 -0.575  -0.571
7 H -0.692 -3.057 1.145  -0.605
8 H 2.857 -4.711 0.517  0.316
9 H 1.450 -5.666 0.902  0.361
10 H 1.799 -4.002 1.725  -0.037
11 C 0.458 2.713 -5.768  -0.677
12 C 1.735 3.356 -5.214  0.819
13 O 2.060 3.151 -4.075  -0.378
14 C 2.370 4.377 -6.093  -1.492
15 H 0.253 1.702 -5.438  -0.239
16 H 0.573 2.605 -6.862  0.428
17 H -0.352 3.391 -5.525  0.465
18 H 2.822 3.825 -6.952  0.342
19 H 3.263 4.782 -5.533  0.337
20 H 1.669 5.145 -6.409  0.356
21 C 2.363 4.349 1.669  -1.685
22 C 1.906 3.478 0.548  0.794
23 O 0.957 2.735 0.710  -0.248
24 C 2.642 3.551 -0.735  -0.576
25 H 3.428 4.380 1.755  0.415
26 H 1.994 3.906 2.596  0.351
27 H 1.973 5.371 1.609  0.332
28 H 2.388 2.722 -1.404  -0.145
29 H 3.701 3.503 -0.527  0.302
30 H 2.344 4.535 -1.111  0.344
31 C 3.170 -1.265 2.410  0.209
32 C 2.974 -0.481 3.706  0.686
33 O 3.129 -1.014 4.775  -0.617
34 C 2.629 0.986 3.503  -0.769
35 H 3.663 -0.732 1.580  -0.475
36 H 2.190 -1.594 2.086  -0.470
37 H 3.691 -2.177 2.718  0.639
38 H 1.749 1.073 2.846  -0.095
39 H 3.473 1.520 3.054  0.470
40 H 2.399 1.471 4.454  0.420
41 C 2.132 -0.399 -4.182  -0.179
42 C 1.541 -1.169 -5.400  0.941
43 O 1.333 -0.630 -6.454  -0.615
44 C 1.339 -2.626 -5.216  -1.066
45 H 1.334 -0.003 -3.569  -0.451
46 H 2.703 0.421 -4.666  0.287
47 H 2.729 -1.035 -3.519  0.423
48 H 1.078 -2.871 -4.199  -0.049
49 H 2.283 -3.109 -5.454  0.485
50 H 0.566 -2.935 -5.913  0.291
51 C -3.713 2.586 1.985  -0.570
52 C -2.467 3.351 2.205  0.821
53 O -1.909 3.344 3.295  -0.651
54 C -2.043 4.183 1.042  -0.519
55 H -3.992 2.452 0.937  -0.037
56 H -4.523 3.083 2.495  0.584
57 H -3.594 1.599 2.474  -0.058
58 H -2.858 4.510 0.446  0.472
59 H -1.482 3.504 0.377  -0.384
60 H -1.337 4.978 1.316  0.396
61 C 6.263 1.731 -1.319  -1.177
62 C 5.684 0.939 -0.228  0.943
63 O 5.189 1.497 0.702  -0.484
64 C 5.628 -0.567 -0.394  -1.144
65 H 5.670 1.516 -2.218  0.241
66 H 7.345 1.520 -1.566  0.385
67 H 6.090 2.778 -1.098  0.316
68 H 5.829 -1.019 0.573  0.383
69 H 6.377 -0.951 -1.072  0.396
70 H 4.663 -0.970 -0.676  0.197
71 C -5.394 -1.609 -0.711  -0.990
72 C -4.473 -2.776 -0.416  0.907
73 O -3.877 -3.388 -1.238  -0.539
74 C -4.273 -3.105 1.076  -0.677
75 H -5.540 -1.414 -1.777  0.296
76 H -4.978 -0.747 -0.157  -0.022
77 H -6.430 -1.866 -0.365  0.449
78 H -3.672 -2.275 1.497  -0.107
79 H -3.743 -4.031 1.226  0.272
80 H -5.279 -3.100 1.542  0.485
81 C -4.060 1.534 -2.308  -0.285
82 C -3.223 2.765 -2.254  0.740
83 O -3.668 3.862 -1.983  -0.740
84 N -1.907 2.532 -2.382  0.737
85 C -0.877 3.604 -2.498  -0.064
86 H -3.791 0.827 -1.472  -0.376
87 H -3.824 0.953 -3.226  0.077
88 H -5.130 1.785 -2.295  0.438
89 H -1.662 1.617 -2.663  -0.456
90 H -0.171 3.322 -3.295  -0.564
91 H -0.386 3.822 -1.518  -0.129
92 H -1.429 4.502 -2.706  0.539
93 C -2.458 -0.413 5.622  -0.178
94 C -1.385 -0.025 6.629  0.620
95 O -1.685 0.273 7.777  -0.699
96 N -0.107 -0.008 6.191  0.137
97 C 0.988 0.198 7.084  -1.088
98 H -2.714 0.459 5.002  0.053
99 H -3.323 -0.757 6.180  0.353
100 H -2.096 -1.199 4.923  -0.228
101 H 0.132 -0.396 5.298  -0.089
102 H 1.224 -0.739 7.561  0.326
103 H 0.780 0.980 7.769  0.419
104 H 1.832 0.531 6.508  0.249
105 C 0.985 -3.305 5.612  -1.084
106 C -0.126 -3.098 4.647  0.655
107 O -0.168 -2.208 3.795  -0.334
108 N -1.119 -3.990 4.818  -0.176
109 C -2.317 -4.147 3.979  -0.667
110 H 1.881 -3.216 5.038  0.216
111 H 0.928 -4.289 6.126  0.438
112 H 0.934 -2.453 6.256  0.021
113 H -1.020 -4.615 5.625  0.213
114 H -3.201 -3.871 4.560  0.367
115 H -2.346 -5.203 3.753  0.439
116 H -2.148 -3.615 3.021  -0.122
117 C -2.149 -0.152 -5.767  -1.430
118 C -1.675 -0.841 -4.517  0.366
119 O -1.014 -0.157 -3.701  -0.114
120 N -1.935 -2.118 -4.390  -0.018
121 C -1.677 -2.891 -3.163  0.045
122 H -1.205 0.112 -6.320  0.187
123 H -2.773 0.683 -5.533  0.287
124 H -2.745 -0.767 -6.407  0.506
125 H -2.374 -2.603 -5.144  0.260
126 H -1.412 -2.192 -2.434  -0.698
127 H -0.820 -3.602 -3.348  0.130
128 H -2.628 -3.399 -2.947  0.549
129 C -0.888 0.031 1.858  0.614
130 C -1.557 -0.019 0.482  -0.366
131 O -2.756 -0.052 0.376  -0.437
132 N -0.722 -0.100 -0.569  2.590
133 C 0.725 -0.052 -0.675  0.665
134 H 0.111 -0.461 1.802  -0.941
135 H -1.498 -0.327 2.657  0.102
136 H -0.623 1.020 2.144  0.136
137 H -1.201 -0.031 -1.469  -0.978
138 H 1.123 -0.916 -1.226  -0.111
139 H 1.169 0.088 0.335  -0.578
140 H 1.009 0.841 -1.218  -0.560

Cartesian forces (eV/Å) of the 3 atoms listed first:
0.15 -0.35 0.02
0.94 0.25 -0.46
0.09 -0.59 0.32